one:
Computed, not measured: the molecule CH5PS2, with ωB97M-V with the def2-TZVPD basis set.

Calculated values
HOMO (Ha): -0.324
HOMO-LUMO gap (Ha): 0.2721
Molar mass (g/mol): 112.16
SMILES: CSSP

Structure (ORCA input):
```
! wB97M-V def2-TZVPD RIJCOSX def2/J DEFGRID3
* xyz 0 1
H -2.168 -1.698 1.909
H 1.983 0.585 -0.282
H 0.735 0.232 -1.486
S 0.281 -0.958 1.078
H -2.080 -0.631 0.233
H 1.447 1.876 -1.541
C 1.201 0.959 -0.929
P -1.523 -1.813 0.632
S 0.125 1.449 0.386
*
```

two:
Computed, not measured: the molecule CH5PS2, with ωB97M-V with the def2-TZVPD basis set.

Calculated values
HOMO (spin up / spin down) (Ha): -0.282 / -0.294
HOMO-LUMO gap (spin up / spin down) (Ha): 0.2623 / 0.2653
Molar mass (g/mol): 112.16
SMILES: C=[SH]#[PH]S

Structure (ORCA input):
```
! wB97M-V def2-TZVPD RIJCOSX def2/J DEFGRID3
* xyz 0 1
H -2.486 0.693 0.558
H -0.019 0.845 -0.248
H 1.323 0.681 1.260
C -2.109 -0.068 -0.145
H 2.053 -0.179 -1.534
S -0.459 -0.414 -0.264
P 1.667 -0.638 1.059
H -2.808 -0.808 -0.132
S 2.838 -0.112 -0.553
*
```

one wins, 42.1 kcal/mol ahead of the next structure.

one:
Computed, not measured: a structure of composition C6H10FN, with ωB97M-V with the def2-TZVPD basis set.

Calculated values
HOMO (Ha): -0.333
HOMO-LUMO gap (Ha): 0.3745
Molar mass (g/mol): 115.15

Structure (ORCA input):
```
! wB97M-V def2-TZVPD RIJCOSX def2/J DEFGRID3
* xyz 0 1
H 1.584 -0.899 2.156
F 1.424 0.203 -2.134
H -0.281 -1.009 -1.124
C 0.395 1.126 -2.203
C -0.363 -1.491 1.438
H -1.208 -2.164 1.450
C 0.136 0.905 0.444
H 1.173 0.588 0.415
C -0.764 -0.244 0.635
H -1.237 1.739 -0.997
N -0.990 -0.357 -0.808
C 0.789 -1.669 2.135
H 0.812 2.065 -2.209
H -1.759 0.075 1.070
H -0.211 0.913 -3.075
H -0.049 1.781 1.066
H 0.994 -2.530 2.701
C -0.445 0.968 -0.960
*
```

two:
Computed, not measured: the molecule C6H10FN, with ωB97M-V with the def2-TZVPD basis set.

Calculated values
HOMO (spin up / spin down) (Ha): -0.312 / -0.273
HOMO-LUMO gap (spin up / spin down) (Ha): 0.3357 / 0.2832
Molar mass (g/mol): 115.15

Structure (ORCA input):
```
! wB97M-V def2-TZVPD RIJCOSX def2/J DEFGRID3
* xyz 0 1
C -0.203 1.340 0.798
H -1.773 -2.475 -0.311
C -0.973 0.671 2.007
H -0.099 -2.635 -0.811
H -0.968 1.929 0.133
H 1.794 -0.508 -1.358
H -1.331 1.491 2.663
H -1.388 -1.903 -1.909
H 0.526 1.978 1.198
C -0.475 -0.892 -0.231
H -0.167 0.218 2.632
C -1.034 -1.977 -0.912
N -1.992 -0.199 1.516
C 0.109 0.266 -0.210
H 2.011 1.054 -0.214
F -1.774 -1.445 2.211
H 1.154 1.025 -1.859
C 1.433 0.483 -0.927
*
```

one wins, 106.1 kcal/mol ahead of the next structure.

one:
Computed, not measured: the ion CHO3PS with charge -2, with ωB97M-V with the def2-TZVPD basis set.

Calculated values
HOMO (Ha): 0.016
HOMO-LUMO gap (Ha): 0.2003
Molar mass (g/mol): 124.06
SMILES: O=P([O-])([O-])C=S

Structure (ORCA input):
```
! wB97M-V def2-TZVPD RIJCOSX def2/J DEFGRID3
* xyz -2 1
O -0.915 -2.091 -0.495
O 1.425 -2.287 -1.489
P 0.105 -1.503 -1.423
C 0.592 0.555 -0.626
O -0.466 -1.105 -2.801
S -0.325 1.869 -0.990
H 1.554 0.859 -0.284
*
```

two:
Computed, not measured: a cluster of 2 separate species, CHO3PS in total, with ωB97M-V with the def2-TZVPD basis set.

Calculated values
HOMO (Ha): 0.052
HOMO-LUMO gap (Ha): 0.1736
Molar mass (g/mol): 124.06

Structure (ORCA input):
```
! wB97M-V def2-TZVPD RIJCOSX def2/J DEFGRID3
* xyz -2 1
O -1.771 0.073 -1.457
C 2.418 -0.849 0.300
P -1.749 0.298 -0.016
O -2.122 -0.817 0.873
H 1.298 -0.685 -0.193
O -1.550 1.628 0.533
S 3.477 0.352 -0.039
*
```

one wins, 6.6 kcal/mol ahead of the next structure.